#A
Formula: C6H6OS
Source: the Open Molecules 2025 dataset
Level of theory: ωB97M-V/def2-TZVPD

Structure (XYZ):
```
14
Properties=species:S:1:pos:R:3
O -0.25138 2.10453 -0.04596
C -0.53799 0.75269 0.05204
C -1.50531 0.16558 -0.93689
C -1.50486 -1.13816 -0.66737
C -0.54228 -1.28539 0.48175
C -0.96082 -0.04126 1.34791
C 0.58718 -0.32062 0.01145
S 2.16825 -0.28905 -0.20019
H 0.68689 2.29424 0.17583
H -1.96406 0.72059 -1.75242
H -2.05017 -1.92450 -1.18140
H -0.25568 -2.29971 0.77739
H -0.28696 0.19024 2.17394
H -2.02651 0.01065 1.64402
```

Total charge: 0
Gap between HOMO and LUMO: 9.0161 eV
Highest occupied orbital energy: -8.9 eV

---

#B
Formula: C6H6OS
Source: the Open Molecules 2025 dataset
Level of theory: ωB97M-V/def2-TZVPD

Structure (XYZ):
```
14
Properties=species:S:1:pos:R:3
O 1.02498 -0.97794 2.03884
C -0.08143 -0.70331 1.56869
C -0.18518 -0.09948 0.15509
S -1.14847 -1.25284 -0.98614
C -0.64084 1.29279 0.10208
C 0.25271 2.17038 -0.46579
C 1.35800 1.28296 -0.84702
C 1.14138 0.01350 -0.51061
H -0.99829 -0.90605 2.21388
H -2.36798 -0.85782 -0.52312
H -1.63373 1.61209 0.41783
H 0.07053 3.18004 -0.68989
H 2.13995 1.81466 -1.38885
H 1.89749 -0.71498 -0.57690
```

Total charge: 0
Gap between HOMO and LUMO: 8.8924 eV
Highest occupied orbital energy: -8.9 eV

---

The winner here is #B, beating the second structure by 55.8 kJ/mol.

---

#A
Formula: C5H10N3
Source: the Open Molecules 2025 dataset
Level of theory: ωB97M-V/def2-TZVPD

Structure (XYZ):
```
18
Properties=species:S:1:pos:R:3
C 2.25036 1.00863 -0.12900
C 2.09433 -0.36562 -0.34006
C 0.98329 1.48090 0.25093
C -2.20277 0.33500 -0.55995
C -1.37349 0.19139 0.67223
N 0.83120 -0.69624 0.04812
N 0.17858 0.37691 0.48167
N 0.46440 -1.98364 0.22655
H 3.00203 1.72763 -0.27001
H 2.75528 -1.15397 -0.76274
H 0.55428 2.50230 0.40049
H -2.19172 1.34056 -0.79057
H -3.27343 0.03304 -0.25754
H -1.71702 -0.13995 -1.30542
H -1.33039 -0.74732 1.15195
H -1.59263 0.76215 1.45465
H 1.06944 -2.65413 -0.25709
H -0.50172 -2.01766 -0.01421
```

2S+1: 3
Total charge: +1
Gap between HOMO and LUMO (spin up / spin down): 7.2163 / 7.1264 eV
Highest occupied orbital energy (spin up / spin down): -10.1 / -14.3 eV

---

#B
Formula: C5H10N3
Source: the Open Molecules 2025 dataset
Level of theory: ωB97M-V/def2-TZVPD

Structure (XYZ):
```
18
Properties=species:S:1:pos:R:3
C 2.02231 0.98161 -0.42332
C 2.56792 -0.02809 0.17820
C 0.20336 0.45302 0.68633
C -1.91598 0.06631 -0.72654
C -1.34762 0.57926 0.53007
N 0.89589 1.53135 -0.06336
N 0.46406 -0.91131 -0.04642
N 1.87708 -1.30614 -0.00070
H 0.61634 0.24939 1.75358
H -3.00674 0.13657 -0.63465
H -1.83851 -0.98360 -1.06247
H -1.69057 0.58267 -1.67834
H -1.78623 -0.04925 1.30594
H -1.59546 1.61581 0.74399
H 0.41734 2.33153 -0.35899
H -0.28550 -1.58351 0.03589
H 2.18056 -1.62583 -0.98428
H 2.22176 -2.03981 0.74507
```

2S+1: 3
Total charge: +1
Gap between HOMO and LUMO (spin up / spin down): 8.4505 / 7.0156 eV
Highest occupied orbital energy (spin up / spin down): -12.2 / -13.9 eV

---

The winner here is #A, beating the second structure by 240.7 kJ/mol.

---

#A
Formula: C13H18AsCl8GaGe2NO6S
Source: the Open Molecules 2025 dataset
Level of theory: ωB97M-V/def2-TZVPD

Structure (XYZ):
```
51
Properties=species:S:1:pos:R:3
Ga 2.38018 2.46684 -3.50269
O -1.02535 0.54371 -5.92519
As -0.36563 1.07043 -4.37906
O -0.24067 -0.26439 -3.43533
O 1.07597 1.84592 -4.78742
C -1.70080 2.38136 -3.88578
C -2.94569 2.26955 -4.49790
C -3.97044 3.14945 -4.17813
C -3.76212 4.14952 -3.24488
C -2.52535 4.27506 -2.62920
C -1.50087 3.39691 -2.95010
S 0.05583 3.64192 -2.12172
O -0.24598 4.25918 -0.85704
O 0.60448 2.26187 -1.99879
O 0.91191 4.40142 -3.02713
H -0.98845 -0.42079 -5.92876
H -3.10581 1.49446 -5.23427
H -4.93249 3.04829 -4.66330
H -4.55998 4.83506 -2.99102
H -2.34684 5.04052 -1.88651
Cl -0.84447 -1.43875 2.51726
C -1.88036 -2.46679 3.52344
Cl -3.22285 -3.16055 2.60199
H -2.29085 -1.84914 4.31281
H -1.27428 -3.27509 3.91364
Cl 2.97869 -2.18237 6.46575
C 2.90878 -2.08090 4.70105
Cl 2.31983 -0.50416 4.18535
Cl 4.50721 -2.41470 4.00776
C 1.98154 -3.10872 4.21439
N 1.25297 -3.90741 3.83277
C 0.41912 -1.85870 -1.08727
Ge 0.88876 -3.07432 0.16369
C -2.08144 1.12328 -0.42618
C -0.28342 -4.53422 0.59976
C 2.64020 -3.03059 0.80732
H 0.91742 0.38800 1.13716
H -0.54042 -1.62801 -1.52407
H 1.67904 -0.48675 -2.60938
H -1.20995 0.98917 -1.05387
H -2.52243 0.17681 -0.13153
H -2.79008 1.75184 -0.95212
H -1.32111 -4.22886 0.48459
H -0.10374 -4.83044 1.63190
H -0.07689 -5.37662 -0.05843
H 3.33304 -2.23546 0.57082
H 2.99775 -3.80728 1.46915
Cl -1.58805 1.98871 1.06686
Ge 1.09235 2.01899 1.01819
Cl 1.49149 -0.48359 -1.31128
Cl 1.15892 2.28147 3.26554
```

2S+1: 2
Total charge: 0
Gap between HOMO and LUMO (spin up / spin down): 8.0769 / 5.7588 eV
Highest occupied orbital energy (spin up / spin down): -8.1 / -8.1 eV

---

#B
Formula: C13H18AsCl8GaGe2NO6S
Source: the Open Molecules 2025 dataset
Level of theory: ωB97M-V/def2-TZVPD

Structure (XYZ):
```
51
Properties=species:S:1:pos:R:3
Ga -2.24103 -3.92389 -0.16764
O -0.41587 -8.10403 -0.15335
As -0.30107 -6.50488 -0.88190
O -0.58446 -6.61567 -2.47394
O -1.33652 -5.56393 0.07561
C 1.49805 -6.04162 -0.29902
C 2.34047 -7.09469 0.03581
C 3.64137 -6.85834 0.45914
C 4.12013 -5.56328 0.55878
C 3.29668 -4.49743 0.23050
C 2.00114 -4.74348 -0.19614
S 0.96838 -3.36138 -0.57460
O 1.97737 -2.31684 -1.04759
O 0.10132 -3.73497 -1.67120
O 0.28719 -2.89816 0.61211
H -0.78721 -8.68783 -0.82749
H 1.96706 -8.10681 -0.02688
H 4.27978 -7.69463 0.71175
H 5.13395 -5.37580 0.88567
H 3.66116 -3.48180 0.28945
Cl 0.37870 6.20986 0.04436
C -0.29216 7.84424 -0.08515
Cl -1.00259 8.14992 -1.67609
H 0.51354 8.55172 0.06700
H -1.06297 7.94763 0.66819
Cl 1.42130 6.38265 4.87412
C 0.14808 5.34830 4.20821
Cl 0.84223 4.14765 3.11875
Cl -0.73979 4.55078 5.51544
C -0.79045 6.19725 3.46782
N -1.52503 6.86144 2.89156
C -1.80856 2.96913 -0.54868
Ge -2.61435 4.03122 0.72352
C -0.31820 -1.95837 -4.29387
C -3.39704 5.65318 0.01645
C -2.75336 3.56994 2.47080
H -1.16337 1.15658 -1.72916
H -1.81927 3.09791 -1.62350
H -0.76375 2.05144 1.19536
H -0.97072 -1.27401 -3.76071
H -0.53833 -1.96111 -5.35518
H -0.35311 -2.95133 -3.86353
H -2.86385 5.97566 -0.87564
H -3.33345 6.43295 0.77427
H -4.44322 5.49019 -0.23611
H -2.36706 2.63688 2.85287
H -3.25268 4.22409 3.17446
Cl 1.36724 -1.34131 -4.11743
Ge 1.38775 -0.53496 -1.52249
Cl -0.92975 1.50526 -0.17720
Cl 3.43630 0.20465 -1.73751
```

2S+1: 2
Total charge: 0
Gap between HOMO and LUMO (spin up / spin down): 7.4860 / 6.2425 eV
Highest occupied orbital energy (spin up / spin down): -7.9 / -7.8 eV

---

The winner here is #A, beating the second structure by 219.3 kJ/mol.